This record from the OMol25 dataset describes a 9-piece molecular cluster, C21H39F9N8O20 overall. The level of theory is the ωB97M-V functional and the def2-TZVPD basis.

Positions of all 97 atoms, in Å:
C: 6.1103 0.7612 -1.0677
C: 5.0358 -0.2554 -0.6572
O: 5.1241 -1.4686 -1.4179
C: 4.4534 -2.5239 -0.7654
C: 3.3349 -3.1111 -1.6582
O: 2.4760 -3.9560 -0.9151
C: 1.1431 -3.5237 -0.9133
C: 0.6057 -3.3632 0.5503
C: -0.3597 -2.1416 0.5014
C: 0.6496 -0.9866 0.7747
C: -0.0236 0.3783 0.9504
F: -1.3647 0.1936 0.8356
F: 0.1409 0.8711 2.1846
C: 0.4673 1.4846 -0.0449
F: 0.5829 2.6297 0.6440
F: 1.6754 1.2396 -0.5256
C: -0.5051 1.8054 -1.2180
F: -1.6193 2.3685 -0.7880
F: 0.1025 2.7426 -1.9495
C: -0.8256 0.6156 -2.1813
F: 0.1428 -0.2614 -2.2689
F: -1.9642 0.0419 -1.8884
F: -0.9906 1.1229 -3.3946
C: 1.3719 -1.6581 1.9593
O: 1.6552 -1.2836 3.0162
O: 1.6094 -2.9182 1.4947
H: 6.8892 0.7646 -0.2964
H: 5.6824 1.7590 -1.0849
H: 6.6110 0.5253 -2.0109
H: 4.0279 0.1676 -0.8372
H: 5.1262 -0.4595 0.4392
H: 3.9712 -2.1912 0.1669
H: 5.1489 -3.3442 -0.5276
H: 3.8076 -3.7292 -2.4386
H: 2.8383 -2.2882 -2.1870
H: 0.9627 -2.5597 -1.4088
H: 0.4662 -4.2422 -1.3781
H: 0.1979 -4.2867 0.9637
H: -0.9915 -2.2706 1.3951
H: -0.9934 -2.0286 -0.3792
H: 1.3998 -1.0596 -0.0241
C: -2.4416 2.0418 3.2842
N: -2.6357 2.5483 4.6717
O: -3.5690 3.3105 4.8710
O: -1.8497 2.1657 5.5112
H: -3.2127 2.4652 2.6492
H: -1.4561 2.3543 2.9564
H: -2.5180 0.9587 3.3168
C: 5.7616 0.9421 3.9821
N: 6.0632 1.0649 2.5290
O: 6.1602 0.0345 1.8848
O: 6.1891 2.1883 2.0867
H: 5.6762 -0.1100 4.2308
H: 6.5809 1.4051 4.5251
H: 4.8254 1.4618 4.1671
C: -1.3967 -3.5387 -4.8978
N: -0.7668 -4.0276 -3.6416
O: -1.3959 -3.8962 -2.6059
O: 0.3383 -4.5243 -3.7427
H: -2.3700 -3.1241 -4.6584
H: -0.7408 -2.7788 -5.3179
H: -1.4901 -4.3891 -5.5677
C: 7.4894 4.4252 -4.1108
N: 6.8042 3.2832 -3.4433
O: 6.6851 2.2527 -4.0773
O: 6.4133 3.4705 -2.3074
H: 7.7813 4.1187 -5.1094
H: 6.7853 5.2517 -4.1480
H: 8.3599 4.6791 -3.5122
C: 3.2756 -3.9361 -6.1612
N: 2.4430 -2.8120 -5.6546
O: 2.7177 -2.3585 -4.5644
O: 1.5371 -2.4283 -6.3758
H: 4.0324 -4.1674 -5.4197
H: 2.6153 -4.7841 -6.3208
H: 3.7305 -3.6117 -7.0932
C: -6.1524 1.8402 5.6182
N: -7.6064 1.5746 5.4373
O: -8.1427 2.0307 4.4413
O: -8.1595 0.9185 6.2955
H: -5.7994 2.4307 4.7820
H: -6.0311 2.3819 6.5519
H: -5.6471 0.8785 5.6546
C: -9.1041 -1.0706 2.3260
N: -7.6518 -1.3875 2.2370
O: -7.3080 -2.5286 2.4694
O: -6.9074 -0.4724 1.9351
H: -9.6430 -1.9707 2.6002
H: -9.2244 -0.3005 3.0847
H: -9.4200 -0.7127 1.3498
C: -7.4272 4.2105 2.0112
N: -8.0189 5.3192 1.2116
O: -8.8353 5.0251 0.3592
O: -7.6403 6.4449 1.4711
H: -7.8526 3.2715 1.6750
H: -6.3528 4.2284 1.8490
H: -7.6701 4.3922 3.0539

Properties
* 2S+1: 1
* max |F|: 3.694 eV Å⁻¹
* HOMO level: -8.817 eV
* Kohn-Sham gap: 0.3182 hartree
* SMILES: CCOCCOC[C@@H]1C[C@@H](C(F)(F)C(F)(F)C(F)(F)C(F)(F)F)C(=O)O1.C[N+](=O)[O-].C[N+](=O)[O-].C[N+](=O)[O-].C[N+](=O)[O-].C[N+](=O)[O-].C[N+](=O)[O-].C[N+](=O)[O-].C[N+](=O)[O-]
* energy: -3664.40321 a.u.

Atomic partial charges in e from the Mulliken method, atoms 1 to 8: -1.30 0.89 -0.48 -0.43 -0.10 -0.49 -0.41 0.33